No. 1
DFT (ωB97M-V with the def2-TZVPD basis set) results for a cluster of 2 separate species, C7H14Si3 in total in a non-equilibrium geometry.

Values from the calculation:
- DFT total energy (eV) = -31114.14877
- relative energy (zero: lowest compared OMol25 entry of this formula, charge and spin) (eV) = 2.347
- HOMO-LUMO gap (spin up / spin down) (eV) = 7.45 / 7.45
- LUMO level (spin up / spin down) (eV) = -0.28 / -0.28

```
24
C7H14Si3 | the OMol25 dataset | ωB97M-V with the def2-TZVPD basis set
C 3.9208 -1.5175 0.1229
C 3.8865 -0.3430 -0.5593
C 2.7450 -2.1533 0.5115
C 2.7061 0.2570 -0.9145
C 1.5645 -1.5912 0.1280
C 1.4961 -0.4216 -0.6596
C -0.1212 2.5159 1.1610
Si -3.7538 -0.4085 1.3848
Si -2.1712 -0.8538 -0.4269
Si -0.1836 0.4352 -0.9042
H 4.8574 -1.9648 0.4677
H 4.9162 0.0557 -0.6793
H 2.6774 -3.0627 1.1264
H 2.6074 1.0573 -1.6519
H 0.6268 -1.8195 0.5190
H 0.8994 2.7261 1.4547
H -0.7060 3.3609 0.6752
H -0.5366 1.9975 2.0206
H -3.3718 -1.0295 2.6294
H -3.8992 1.0547 1.7285
H -5.1476 -0.7763 1.3085
H -2.9240 -0.4441 -1.5815
H -1.7742 -2.2635 -0.7230
H -0.4224 1.2030 -2.1115
```

---

No. 2
DFT (ωB97M-V with the def2-TZVPD basis set) results for a structure of composition C7H15AgBCl2O5 in a non-equilibrium geometry.

Values from the calculation:
- DFT total energy (eV) = -47449.69046
- net charge = +1
- HOMO-LUMO gap (eV) = 7.98
- LUMO level (eV) = -5.70

```
31
C7H15AgBCl2O5 | the OMol25 dataset | ωB97M-V with the def2-TZVPD basis set
C 2.1484 2.6253 0.7867
C 1.4921 1.1162 0.4953
C 2.5506 0.1209 -0.2876
Cl 2.3418 0.2046 -2.1640
C 2.5524 -1.4290 0.2554
O 1.3075 -1.8574 0.9126
C 0.1938 -2.0088 -0.0377
C -1.1991 -1.6004 0.7937
O -2.4232 -2.0629 0.1231
C -3.1486 -0.9727 -0.5474
Cl -4.2733 -1.8064 -1.8192
O -2.3176 -0.0404 -1.3082
B -2.5458 1.3691 -0.9722
O -2.9808 1.9394 0.3137
O -2.2383 2.3676 -2.0582
H 3.3085 2.6604 0.5333
H 1.6179 3.4264 0.0972
H 1.9498 2.8676 1.9336
H 0.5700 1.3259 -0.2299
H 1.0662 0.6808 1.4932
H 3.6334 0.5680 -0.0812
H 3.4009 -1.4832 1.0933
H 2.9266 -2.1647 -0.5985
H 0.2328 -1.2870 -0.9615
H 0.1053 -3.1053 -0.4769
H -1.1413 -0.4438 0.9827
H -1.0569 -2.1047 1.8642
H -3.8756 -0.4989 0.2333
H -2.3373 2.6455 0.6205
H -1.5868 2.9954 -1.5871
Ag -0.2733 -4.0475 0.5977
```

---

No. 3
DFT (ωB97M-V with the def2-TZVPD basis set) results for a structure of composition C7H15AlBrCl3F5IKLiMgN4O9S in a non-equilibrium geometry.

Values from the calculation:
- DFT total energy (eV) = -200574.84290
- HOMO-LUMO gap (eV) = 1.70
- LUMO level (eV) = -3.18

```
50
C7H15AlBrCl3F5IKLiMgN4O9S | the OMol25 dataset | ωB97M-V with the def2-TZVPD basis set
O 0.3704 -1.5138 -2.8623
S -0.7183 -0.4967 -2.3406
O -1.5113 -1.2705 -1.2444
Cl -1.8536 0.0328 -4.0176
C 0.1466 1.0277 -1.6792
C -0.8494 2.3567 -1.5356
C -1.8481 2.2281 -0.2381
C -3.2824 3.0490 -0.4702
N -4.0171 2.2475 -1.5607
C -4.5525 0.8632 -1.1575
C -5.2036 0.3106 -2.5564
N -5.0008 1.4446 -3.5461
C -4.2603 2.6542 -2.9981
I -3.6367 4.5411 -3.9167
H 0.5957 0.7980 -0.6176
H 0.9715 1.3358 -2.4683
H -0.1278 3.2733 -1.3121
H -1.3921 2.5527 -2.5581
H -1.3768 2.6680 0.7620
H -2.0038 1.0801 -0.0398
H -3.9075 3.0776 0.5381
H -3.1010 4.1726 -0.8236
H -4.4649 0.4051 -0.0840
H -5.6937 -0.7466 -2.6650
H -5.3408 1.3547 -4.5451
O -1.0412 -3.1908 1.1659
Cl 0.4062 -3.1136 1.1312
O 0.9566 -3.8464 2.2548
O 0.8184 -1.7256 1.2110
O 0.8917 -3.6912 -0.1070
F 3.5742 -2.5783 2.4062
Al 4.0064 -2.8635 4.1312
F 5.2740 -4.1390 4.2296
F 2.5440 -3.3994 5.0357
F 4.6330 -1.3373 4.8533
K 1.0063 -1.8349 5.8455
Li -4.0937 -1.6516 -3.6379
Br -2.8937 6.1808 -2.1460
F 1.3063 2.4861 -0.3460
Mg 1.0063 4.5784 -1.6075
N 4.9064 1.6309 4.3100
O 4.2247 1.8427 5.3266
O 6.0878 1.2635 4.4198
O 4.4064 1.7865 3.1836
N 3.4063 -5.4055 -0.2991
H 3.1078 -6.0728 0.4218
H 3.9428 -5.8996 -1.0218
H 2.5801 -4.9690 -0.7246
H 3.9946 -4.6805 0.1282
Cl 7.0063 3.1843 3.7723
```

---

No. 4
DFT (ωB97M-V with the def2-TZVPD basis set) results for a cluster of 2 separate species, C7H15BF2O4P in total in a non-equilibrium geometry.

Values from the calculation:
- DFT total energy (eV) = -31095.61846
- net charge = -1
- relative energy (zero: lowest compared OMol25 entry of this formula, charge and spin) (eV) = 2.902
- HOMO-LUMO gap (eV) = 9.10
- LUMO level (eV) = 2.62

```
30
C7H15BF2O4P | the OMol25 dataset | ωB97M-V with the def2-TZVPD basis set
C -0.1055 -0.0316 0.0333
C 1.0722 -0.5066 -1.0034
C 0.7374 -1.8602 -1.8653
C 1.4942 0.8018 -1.9036
C 2.7205 1.5543 -1.0512
P 2.9445 3.3963 -1.5019
H -0.6792 0.9417 -0.3389
H -0.8812 -0.9019 0.2270
H 0.4452 0.2887 1.0393
H 2.0261 -0.7607 -0.3318
H 1.5945 -2.0736 -2.6529
H -0.3430 -1.8551 -2.3376
H 0.7863 -2.7686 -1.0967
H 0.5957 1.5667 -2.0747
H 1.8560 0.4937 -2.9868
H 3.7018 0.9451 -1.3448
H 2.5132 1.4550 0.1093
H 1.6723 3.4592 -2.1878
H 4.1935 3.0321 -2.1645
H 2.9772 3.7010 -0.0757
H 3.2339 4.7888 -1.8135
B -3.8150 -2.8359 2.4143
O -4.7177 -2.0192 3.2328
C -4.1006 -0.8512 3.4574
O -4.5803 0.0620 4.1096
C -2.8126 -0.8509 2.8189
O -2.0034 0.0625 2.8323
O -2.6173 -2.0188 2.1917
F -4.4450 -3.1576 1.1432
F -3.4638 -4.0571 3.1222
```

---

No. 5
DFT (ωB97M-V with the def2-TZVPD basis set) results for an isolated molecule of C7H15BO4 in a non-equilibrium geometry.

Values from the calculation:
- DFT total energy (eV) = -16369.11441
- HOMO-LUMO gap (eV) = 9.85
- LUMO level (eV) = 0.58

```
27
C7H15BO4 | the OMol25 dataset | ωB97M-V with the def2-TZVPD basis set
C -2.1388 -1.8032 -1.1797
O -0.7588 -1.6290 -1.5232
B 0.0429 -1.4839 -0.4308
O 0.4146 -2.6450 0.2400
C 0.5226 -0.0499 0.0834
C 0.7689 1.0156 -1.0136
C -0.4190 1.8668 -1.3985
O -1.5329 1.1214 -1.8683
C 1.7433 -0.1677 1.0363
C 1.0566 -0.0008 2.4100
C 0.0366 1.0543 2.0111
O -0.5888 0.4159 0.9254
H -2.3657 -1.4491 -0.1775
H -2.7368 -1.2424 -1.8823
H -2.4088 -2.8532 -1.2351
H 1.3180 -2.8866 -0.0285
H 1.1881 0.5678 -1.9099
H 1.5273 1.7007 -0.6435
H -0.7297 2.5141 -0.5913
H -0.0830 2.5287 -2.1963
H -1.6106 1.2670 -2.8238
H 2.4204 0.6635 0.9047
H 2.2373 -1.1273 1.0516
H 0.4493 -0.8899 2.5375
H 1.6688 0.1893 3.2795
H -0.6396 1.4153 2.7721
H 0.6177 1.9075 1.6507
```

---

No. 6
DFT (ωB97M-V with the def2-TZVPD basis set) results for a structure of composition C7H15Br6Na3O in a non-equilibrium geometry.

Values from the calculation:
- DFT total energy (eV) = -443039.93279
- net charge = +2
- relative energy (zero: lowest compared OMol25 entry of this formula, charge and spin) (eV) = 0.765
- HOMO-LUMO gap (eV) = 5.84
- LUMO level (eV) = -8.36

```
32
C7H15Br6Na3O | the OMol25 dataset | ωB97M-V with the def2-TZVPD basis set
Na 30.3826 -9.8572 5.9326
Na 29.9960 -7.7641 9.0203
Na 27.2540 -8.4058 6.1178
C 27.9283 -10.5295 8.8362
O 28.4624 -9.4964 8.0136
H 27.4768 -10.0869 9.7241
H 27.1630 -11.0817 8.2907
H 28.7193 -11.2706 8.9515
Br 26.6862 -10.6596 15.1478
C 26.2206 -9.2282 13.8743
C 27.6095 -8.8264 13.3583
Br 27.4292 -7.8760 11.6869
H 25.7851 -8.3585 14.3662
H 25.5572 -9.6296 13.1082
H 28.2053 -9.7186 13.1654
H 28.0100 -8.1463 14.1102
Br 30.7619 -8.6475 11.8706
C 31.0815 -10.6494 11.7050
C 30.9541 -11.3699 13.0506
Br 31.5407 -13.2797 12.8951
H 32.1302 -10.7887 11.4422
H 30.5067 -11.0538 10.8718
H 29.8864 -11.3686 13.2701
H 31.4062 -10.8238 13.8785
Br 29.6078 -13.5775 4.8976
C 27.9052 -12.9749 4.0833
C 26.9744 -12.4659 5.1851
Br 25.2877 -11.8534 4.4210
H 27.5610 -13.6398 3.2912
H 28.2187 -12.1767 3.4105
H 27.2568 -11.5849 5.7615
H 26.8392 -13.3472 5.8121
```

---

Q: Which of these has the highest DFT total energy?
A: C7H15BO4